[1]
Computed, not measured: a cluster of 8 separate species, C18H53BO11PS in total, with wB97M-V/def2-TZVPD.

The strongest force on any atom comes out at 0.87 eV/Å. As for the charge: -1. The calculation puts the molecular weight at 519.5 g mol⁻¹. As for the lowest unoccupied orbital energy: 0.0846 Eh. For the total energy, the calculation gives -62847.2490 eV.

CARTESIAN COORDINATES (ANGSTROEM)
C1 4.375 -3.908 -0.290
C2 3.636 -2.818 -1.047
O1 4.602 -1.969 -1.679
C3 4.036 -1.180 -2.701
C4 3.174 -0.066 -2.137
O2 1.860 -0.155 -2.658
C5 1.001 0.834 -2.109
C6 -0.019 0.260 -1.117
P1 -0.671 1.744 -0.192
S1 -1.613 1.552 1.513
O3 0.588 -0.562 -0.196
B1 0.187 -1.999 -0.511
O4 -0.431 -1.842 -1.895
C7 -1.085 -0.625 -1.855
C8 -2.432 -0.645 -1.131
C9 -3.417 -1.732 -1.610
C10 -4.845 -1.196 -1.529
C11 -3.155 -2.262 -3.020
H1 4.443 -4.824 -0.864
H2 3.865 -4.111 0.649
H3 5.385 -3.572 -0.067
H4 2.994 -2.238 -0.385
H5 3.005 -3.251 -1.822
H6 3.416 -1.781 -3.371
H7 4.855 -0.772 -3.287
H8 3.590 0.910 -2.395
H9 3.147 -0.165 -1.055
H10 1.611 1.576 -1.589
H11 0.487 1.347 -2.926
H12 -1.379 2.497 -1.146
H13 0.478 2.529 -0.020
H14 -0.656 -2.389 0.298
H15 1.143 -2.750 -0.599
H16 -1.246 -0.197 -2.852
H17 -2.268 -0.771 -0.067
H18 -2.908 0.328 -1.290
H19 -3.343 -2.573 -0.922
H20 -5.041 -0.518 -2.359
H21 -5.026 -0.682 -0.586
H22 -5.559 -2.018 -1.601
H23 -4.011 -2.860 -3.338
H24 -2.999 -1.458 -3.735
H25 -2.288 -2.912 -3.025
C12 5.419 0.588 1.471
O5 5.401 0.569 0.052
H26 5.729 1.586 1.776
H27 4.428 0.388 1.889
H28 6.130 -0.138 1.876
H29 5.131 -0.315 -0.231
C13 -2.742 3.476 4.946
O6 -1.591 2.838 5.490
H30 -3.227 4.019 5.757
H31 -2.465 4.186 4.164
H32 -3.436 2.738 4.535
H33 -1.159 2.359 4.774
C14 4.979 -7.627 0.783
O7 5.513 -7.079 -0.415
H34 4.269 -6.902 1.173
H35 4.451 -8.567 0.597
H36 5.757 -7.795 1.533
H37 6.142 -7.704 -0.781
C15 -2.921 4.601 9.305
O8 -2.407 5.223 8.128
H38 -3.620 5.295 9.765
H39 -3.442 3.680 9.048
H40 -2.118 4.382 10.015
H41 -1.799 4.600 7.715
C16 -6.038 2.553 6.949
O9 -4.944 2.300 7.824
H42 -6.941 2.562 7.554
H43 -5.930 3.524 6.458
H44 -6.122 1.770 6.192
H45 -4.142 2.288 7.291
C17 0.762 0.762 -6.204
O10 0.435 -0.150 -5.173
H46 0.086 0.576 -7.038
H47 0.630 1.799 -5.874
H48 1.792 0.625 -6.553
H49 1.030 0.017 -4.427
C18 -2.011 3.805 -6.434
O11 -0.754 4.475 -6.410
H50 -2.013 3.137 -7.291
H51 -2.157 3.210 -5.529
H52 -2.841 4.510 -6.537
H53 -0.750 5.058 -5.647

These are the Löwdin partial charges, in e, on atoms 1 to 5: atom 1 (C): -0.057, atom 2 (C): -0.263, atom 3 (O): -0.171, atom 4 (C): -0.177, atom 5 (C): -0.175

***

[2]
Computed, not measured: a structure of composition C18H54BrHfO9S9, with wB97M-V/def2-TZVPD.

As for the spin multiplicity: 2. The strongest force on any atom comes out at 4.25 eV/Å. As for the charge: +2. The calculation puts the molecular weight at 961.6 g mol⁻¹. As for the lowest unoccupied orbital energy (alpha / beta): -0.1381 / -0.1383 Eh. As for the energy above the lowest of the compared OMol25 structures with the same formula, charge and spin: 0.00 kcal/mol. The expectation value of S² is 0.753. For the total energy, the calculation gives -206816.5672 eV.

CARTESIAN COORDINATES (ANGSTROEM)
Hf1 -0.633 0.040 -0.032
Br1 -2.858 1.576 -1.130
C1 -2.391 -3.776 -2.636
S1 -3.169 -2.355 -1.699
O1 -2.090 -1.436 -1.160
C2 -3.751 -1.537 -3.251
H1 -1.790 -4.408 -1.982
H2 -1.707 -3.544 -3.452
H3 -3.215 -4.336 -3.080
H4 -4.726 -1.995 -3.421
H5 -3.140 -1.656 -4.145
H6 -3.904 -0.460 -3.193
C3 4.372 -1.063 -0.257
S2 3.012 0.069 -0.921
O2 1.689 -0.161 -0.182
C4 3.773 1.631 -0.331
H7 4.315 -0.918 0.822
H8 5.318 -0.670 -0.629
H9 4.223 -2.077 -0.627
H10 2.924 2.311 -0.266
H11 4.609 1.998 -0.926
H12 4.305 1.555 0.618
C5 -0.599 4.031 -2.969
S3 0.774 3.230 -1.955
O3 0.348 1.816 -1.559
C6 2.053 3.263 -3.352
H13 -0.686 3.509 -3.922
H14 -0.103 4.969 -3.218
H15 -1.555 4.103 -2.449
H16 2.483 4.264 -3.325
H17 1.479 3.079 -4.261
H18 2.819 2.494 -3.252
C7 -0.563 4.400 1.032
S4 0.349 2.974 1.796
O4 0.398 1.857 0.823
C8 1.964 3.782 1.858
H19 -0.070 4.861 0.177
H20 -0.666 5.077 1.881
H21 -1.553 4.086 0.700
H22 2.240 4.189 0.885
H23 2.598 2.938 2.129
H24 2.136 4.560 2.602
C9 0.697 -1.227 4.489
S5 1.523 -1.145 2.816
O5 0.536 -0.499 1.895
C10 2.776 0.236 3.220
H25 -0.060 -2.008 4.416
H26 0.157 -0.330 4.794
H27 1.407 -1.398 5.299
H28 2.293 1.154 3.556
H29 3.484 0.457 2.421
H30 3.432 -0.152 3.999
C11 1.892 -3.860 0.891
S6 0.449 -3.620 -0.276
O6 0.115 -2.138 -0.147
C12 1.476 -3.573 -1.840
H31 1.455 -3.898 1.889
H32 2.594 -3.027 0.852
H33 2.445 -4.798 0.831
H34 0.832 -3.443 -2.710
H35 2.057 -4.494 -1.865
H36 2.113 -2.689 -1.885
C13 -2.949 -4.014 1.476
S7 -1.830 -2.781 2.220
O7 -1.733 -1.520 1.322
C14 -2.725 -2.452 3.805
H37 -2.958 -4.901 2.109
H38 -2.705 -4.191 0.429
H39 -4.010 -3.766 1.454
H40 -3.728 -2.066 3.622
H41 -2.228 -1.807 4.531
H42 -2.578 -3.406 4.311
C15 1.673 -0.646 -4.308
S8 0.043 -0.968 -3.720
O8 0.043 -0.595 -2.206
C16 -0.784 0.355 -4.643
H43 1.832 -1.052 -5.307
H44 2.288 -1.353 -3.751
H45 1.962 0.390 -4.131
H46 -1.842 0.408 -4.388
H47 -0.672 0.310 -5.726
H48 -0.331 1.308 -4.370
C17 -3.824 2.397 2.533
S9 -2.741 1.034 3.006
O9 -1.729 0.886 1.889
C18 -1.888 1.950 4.309
H49 -4.522 2.662 3.328
H50 -4.323 2.126 1.603
H51 -3.261 3.311 2.345
H52 -1.409 2.879 3.998
H53 -1.118 1.398 4.848
H54 -2.635 2.283 5.029

These are the Löwdin partial charges, in e, on atoms 1 to 5: atom 1 (Hf): 1.471, atom 2 (Br): 0.008, atom 3 (C): -0.230, atom 4 (S): 0.935, atom 5 (O): -0.751